{
  "formula": "C20H17BrF2N6O2Tc",
  "method": "ωB97M-V with the def2-TZVPD basis set",
  "symbols": ["Tc", "Br", "C", "C", "C", "C", "C", "C", "N", "N", "C", "C", "C", "C", "O", "C", "N", "C", "C", "C", "C", "H", "H", "H", "H", "H", "H", "H", "H", "H", "F", "C", "F", "H", "C", "N", "C", "C", "O", "N", "C", "N", "H", "H", "H", "H", "H", "H", "H"],
  "xyz": [[-0.53922, 1.74103, 2.00582], [-2.61412, -7.63322, -0.45636], [-1.22882, -6.46689, -0.89185], [-0.65478, -5.68506, 0.11810], [0.36703, -4.81961, -0.19351], [0.80795, -4.74487, -1.52147], [0.26580, -5.55700, -2.52142], [-0.77341, -6.40746, -2.20747], [1.85899, -3.91471, -1.92081], [2.39220, -3.04132, -1.28014], [2.00384, -2.09296, -0.38207], [2.98781, -1.66356, 0.51998], [2.73817, -0.68568, 1.46741], [1.49844, -0.06416, 1.47077], [1.17657, 0.89380, 2.31367], [0.50850, -0.44012, 0.51068], [-0.65067, 0.27293, 0.58225], [-1.61769, 0.02131, -0.28104], [-1.46874, -0.94377, -1.28476], [-0.31028, -1.67374, -1.36667], [0.71928, -1.44144, -0.43447], [-1.00601, -5.78108, 1.13465], [0.83951, -4.23031, 0.58043], [0.66898, -5.50653, -3.52317], [-1.21853, -7.03660, -2.96401], [3.95816, -2.13824, 0.46685], [3.49439, -0.38469, 2.17747], [-2.52673, 0.59917, -0.18219], [-2.27584, -1.10132, -1.98435], [-0.19835, -2.41177, -2.14822], [-2.70074, 2.20318, 2.30568], [-2.17379, 0.98196, 2.93379], [-2.86665, -0.03277, 2.41492], [-2.39879, 1.07390, 3.99858], [0.02745, 6.90454, -0.37754], [0.20096, 5.48164, -0.12461], [1.11783, 4.63112, -0.86420], [0.85701, 3.27392, -0.23783], [1.36700, 2.22802, -0.53369], [-0.10874, 3.44114, 0.76433], [-0.47089, 4.74746, 0.75145], [-1.42371, 5.23379, 1.54187], [0.95943, 7.29676, -0.77739], [-0.17337, 7.43302, 0.55289], [-0.77433, 7.08574, -1.09346], [2.15733, 4.92857, -0.71644], [0.89686, 4.61614, -1.93264], [-1.97334, 4.61779, 2.11694], [-1.72192, 6.19196, 1.47326]],
  "forces_ev_per_a": [[1.1, 0.0, 0.5], [-0.1, 0.0, 0.0], [0.0, 0.0, 0.0], [0.0, 0.0, -0.1], [0.0, 0.0, 0.0], [0.2, 0.0, 0.0], [0.0, 0.0, 0.1], [0.0, 0.0, 0.0], [0.2, 0.2, 0.2], [-0.4, -0.2, -0.1], [0.2, 0.0, 0.0], [-0.1, 0.0, 0.0], [-0.2, 0.1, 0.0], [0.2, -0.3, -0.3], [-0.5, 0.5, 0.2], [-0.1, 0.0, 0.0], [0.0, 0.2, -0.3], [0.2, 0.0, 0.0], [0.0, -0.1, 0.0], [0.0, 0.0, 0.0], [0.0, 0.0, 0.0], [0.0, 0.0, 0.0], [0.0, 0.0, 0.0], [0.0, 0.0, 0.0], [0.0, 0.0, 0.0], [0.0, 0.0, 0.0], [0.0, 0.0, 0.0], [0.0, 0.0, 0.0], [0.0, 0.0, 0.0], [0.0, 0.0, 0.0], [0.1, 0.0, 0.0], [-0.4, 0.4, -0.4], [0.0, -0.1, 0.0], [0.1, 0.0, 0.0], [0.0, 0.0, 0.0], [0.0, 0.0, 0.1], [0.0, 0.0, 0.1], [-0.2, 0.0, -0.1], [0.1, -0.1, 0.0], [-0.4, -0.5, 0.0], [-0.2, 0.0, 0.1], [0.1, 0.0, 0.0], [0.0, 0.0, 0.0], [0.0, 0.0, 0.0], [0.0, 0.0, 0.0], [0.0, 0.0, 0.0], [0.0, 0.0, 0.0], [0.0, 0.0, 0.0], [0.0, 0.0, 0.0]],
  "mulliken_charge": [0.70, -0.07, 0.13, -0.72, -0.13, 0.08, -0.11, -0.50, -0.52, 0.01, -0.06, -0.44, -0.97, 1.84, -0.87, 0.15, 0.05, -0.34, -1.17, -0.42, 0.73, 0.45, 0.54, 0.49, 0.45, 0.53, 0.49, 0.52, 0.44, 0.58, -0.31, 0.03, -0.19, 0.40, -1.07, 0.04, -0.45, -0.02, -0.46, -0.07, 0.45, -0.32, 0.34, 0.42, 0.34, 0.34, 0.33, 0.13, 0.20],
  "homo_energy_ev": [-13.7, -14.3],
  "multiplicity": 2,
  "homo_lumo_gap_ev": [6.31, 6.23],
  "total_charge": 2
}

---

{
  "formula": "C3H11NO3",
  "method": "ωB97M-V with the def2-TZVPD basis set",
  "symbols": ["C", "N", "O", "O", "H", "H", "H", "H", "H", "C", "C", "O", "H", "H", "H", "H", "H", "H"],
  "xyz": [[-0.15174, -1.56465, 0.74390], [-1.37756, -1.14394, 1.37416], [0.66781, -0.44410, 0.66814], [0.51821, -2.61820, 1.40201], [0.95648, -2.24871, 2.17995], [-0.34433, 0.74823, -0.14648], [-0.39950, -1.96988, -0.24535], [-1.98254, -1.94081, 1.53214], [-1.17184, -0.70953, 2.26846], [1.54242, 1.36312, -1.47605], [-0.90477, 1.57243, -0.77998], [1.84770, 0.16513, -1.46160], [1.26426, -0.40716, -0.24484], [1.71814, 1.99186, -0.59510], [1.38458, 1.88271, -2.42760], [-1.02172, 1.28772, -1.81947], [-1.87695, 1.41070, -0.31395], [-0.66865, 2.62507, -0.65833]],
  "forces_ev_per_a": [[0.1, 0.1, -0.2], [0.0, 0.0, 0.0], [1.5, -0.4, -1.6], [0.0, -0.2, 0.0], [0.0, 0.1, -0.1], [-0.6, 2.3, -1.4], [0.1, 0.0, 0.1], [0.1, 0.0, 0.0], [0.0, 0.0, 0.0], [2.2, -1.3, -0.2], [-0.4, -1.8, 1.4], [-0.7, 1.7, -0.6], [-1.3, -0.4, 2.7], [-0.5, -0.1, 0.1], [-0.4, -0.1, 0.0], [0.1, 0.0, -0.2], [-0.4, 0.3, -0.2], [0.4, -0.1, 0.1]],
  "mulliken_charge": [0.11, -0.52, -0.66, -0.53, 0.30, 0.27, 0.35, 0.25, 0.20, -0.19, -1.20, -0.53, 0.40, 0.32, 0.36, 0.34, 0.37, 0.36],
  "homo_energy_ev": -9.5,
  "homo_lumo_gap_ev": 9.68,
  "total_charge": 0,
  "smiles": "NC(O)O.C=O.C"
}